[1]
ORCA calculation (the ωB97M-V functional and the def2-TZVPD basis) on a molecular structure, C15H17N3O3SiV at a distorted geometry.

Output
- LUMO level (spin up / spin down): -0.2 / -0.2 eV
- Highest occupied orbital energy (spin up / spin down): -6.92 / -6.30 eV
- HOMO-LUMO gap (spin up / spin down): 6.745 / 6.136 eV
- Molecular weight: 366.35 g/mol
- Relative energy (zero: lowest compared OMol25 entry of this formula, charge and spin): 0.000 eV
- E_tot: -2205.408198 hartree

Geometry as ORCA input:
```
! wB97M-V def2-TZVPD RIJCOSX def2/J DEFGRID3
* xyz 0 2
V 0.0814 -0.4547 -0.1742
Si 0.1341 -2.3743 -2.7688
O -0.0781 -0.9519 -1.9984
O -0.3256 -2.6384 3.2846
O 2.4147 -1.9629 2.8556
N 2.1830 -0.1906 -0.2032
N -1.8207 -1.1653 0.4298
N 0.5785 -1.3857 1.5338
C 1.9131 -1.4465 1.8864
C -1.7706 -1.8777 1.5695
C 4.9548 -0.2750 -0.0234
C -4.1283 -1.7386 0.2317
C -2.8720 -2.5207 2.1012
C -2.9840 -1.1103 -0.2266
C -1.4319 -3.4015 -2.6729
C 1.5294 -3.3134 -1.9349
C -4.0778 -2.4479 1.4214
C 4.3305 0.2979 -1.1206
C -0.4176 -2.0155 2.2545
C 0.5668 -2.0733 -4.5631
C 2.9481 0.3245 -1.1711
C 4.1683 -0.8225 0.9779
C 2.7939 -0.7696 0.8452
H 2.4594 -2.7392 -1.9711
H -4.9584 -2.9433 1.8078
H -0.2074 -1.4809 -5.0560
H 0.6726 -3.0102 -5.1156
H -5.0408 -1.6658 -0.3433
H -1.6806 -3.6400 -1.6348
H -2.2789 -2.8600 -3.1016
H -2.7453 -3.0712 3.0224
H -1.3337 -4.3463 -3.2135
H 4.9001 0.7247 -1.9343
H 1.5088 -1.5269 -4.6512
H 2.4196 0.7563 -2.0114
H -2.9769 -0.5520 -1.1539
H 1.3012 -3.5078 -0.8819
H 1.7183 -4.2808 -2.4072
H 4.5778 -1.3066 1.8530
H 6.0339 -0.3036 0.0462
*
```

---

[2]
ORCA calculation (the ωB97M-V functional and the def2-TZVPD basis) on a single C15H17N3O5 molecule at a distorted geometry.

Output
- SMILES: N[C@@H](Cc1c[nH]c2ccccc12)C(=O)N[C@@H](CC(=O)O)C(=O)O
- LUMO level: 0.3 eV
- Highest occupied orbital energy: -8.93 eV
- HOMO-LUMO gap: 9.204 eV
- Molecular weight: 319.32 g/mol
- Relative energy (zero: lowest compared OMol25 entry of this formula, charge and spin): 9.212 eV
- E_tot: -1122.025872 hartree

Geometry as ORCA input:
```
! wB97M-V def2-TZVPD RIJCOSX def2/J DEFGRID3
* xyz 0 1
O -3.3465 -1.1980 3.2848
O 1.1868 1.0563 2.6675
O 0.0051 -0.6595 3.3827
O -3.0228 1.1100 3.8680
O 1.0018 2.7955 0.7614
N 1.8316 3.6514 -1.7578
N 1.8863 -2.0844 0.1958
N -0.4110 1.0693 0.2016
C -2.8090 -0.1454 2.9607
C 0.8097 -1.2500 -1.7029
C 2.4434 -0.7588 -0.1619
C -0.9681 0.8883 1.5945
C -1.3727 -3.0746 -1.4788
C 1.9153 -0.2724 -1.3150
C 0.5592 2.0479 -0.0588
C 0.0691 0.3638 2.7190
C 2.1084 0.9086 -2.2187
C -2.1480 -0.1819 1.6001
C 0.6649 -2.2432 -0.5915
C 1.1490 2.1817 -1.5335
C -0.0735 -1.3109 -2.8239
C -0.4101 -3.1223 -0.5392
C -1.1885 -2.2579 -2.6392
H -1.4222 1.7903 1.9067
H -0.0188 -0.5780 -3.7386
H -1.8807 -1.1815 1.3367
H -0.5913 0.1537 -0.3703
H -2.3679 -2.0836 -3.1792
H 1.0663 4.4936 -1.4498
H -2.4527 -3.6165 -1.3722
H 3.4004 1.1560 -2.2449
H -2.5937 0.3331 0.8211
H 1.0867 1.8424 1.8481
H 3.4409 -0.5250 0.4314
H 1.9442 0.6301 -3.4289
H -3.5420 0.4638 4.6199
H 2.5114 3.5637 -0.8837
H 1.8005 -2.0287 1.2707
H 0.1476 2.1205 -2.2176
H -0.4091 -4.0472 0.2359
*
```

---

[3]
ORCA calculation (the ωB97M-V functional and the def2-TZVPD basis) on a molecular structure, C15H17N5O7SSn at a distorted geometry.

Output
- LUMO level: -2.0 eV
- Highest occupied orbital energy: -7.46 eV
- HOMO-LUMO gap: 5.466 eV
- Molecular weight: 530.11 g/mol
- E_tot: -1994.786622 hartree

Geometry as ORCA input:
```
! wB97M-V def2-TZVPD RIJCOSX def2/J DEFGRID3
* xyz 0 1
Sn 0.7967 -1.0408 -0.7837
S 2.7725 6.2381 -2.3151
O -3.8789 0.1642 -1.3855
O -3.0061 -4.7135 4.3015
O 2.6165 -1.4172 -3.0224
O -0.9379 -4.7120 5.2587
O 2.1287 -1.1506 0.8731
O 2.7326 -2.1732 2.7613
O -1.6525 -0.1862 -1.2721
N 3.1692 5.9631 0.2362
N 1.4134 1.3239 -0.7483
N -2.0507 -2.5491 -2.7316
N -0.3357 -2.1522 1.0201
N -3.0336 -1.6503 -2.3330
C -1.6110 -2.5505 1.0854
C 1.8218 1.9410 0.3592
C -2.7747 -0.5304 -1.6316
C 2.7455 5.3840 -0.8980
C 2.2630 3.9870 -0.8235
C -1.7987 -4.4515 4.4104
C -1.2457 -3.5939 3.1989
C -3.7127 1.3365 -0.5765
C 1.9052 -1.9111 1.9229
C 0.4892 -2.4442 2.0336
C 0.0765 -3.1728 3.1345
C 1.4063 2.0175 -1.8909
C 1.8179 3.3263 -1.9730
C 2.2421 3.2556 0.3667
C -2.1051 -3.2612 2.1570
H 3.2529 5.4746 1.1102
H 1.0430 1.4839 -2.7624
H 3.4011 -1.8918 -2.7167
H 2.9293 -0.7989 -3.6942
H -2.9857 2.0116 -1.0240
H -1.6567 -3.0211 -1.9259
H 0.7684 -3.4046 3.9316
H -1.3072 -2.0585 -3.2122
H -4.6909 1.8022 -0.5344
H -3.9715 -1.8647 -2.6217
H -2.2414 -2.2698 0.2468
H 2.5511 3.6873 1.3079
H 3.5386 6.8959 0.1655
H 1.8197 1.3430 1.2632
H -3.1367 -3.5793 2.2260
H -3.3773 1.0628 0.4225
H 1.8096 3.8509 -2.9165
*
```

---

[4]
ORCA calculation (the ωB97M-V functional and the def2-TZVPD basis) on a molecular structure, C15H17NS2Sn at a distorted geometry.

Output
- LUMO level: -0.1 eV
- Highest occupied orbital energy: -8.21 eV
- HOMO-LUMO gap: 8.138 eV
- Molecular weight: 394.15 g/mol
- Relative energy (zero: lowest compared OMol25 entry of this formula, charge and spin): 0.000 eV
- E_tot: -1647.128856 hartree

Geometry as ORCA input:
```
! wB97M-V def2-TZVPD RIJCOSX def2/J DEFGRID3
* xyz 0 1
Sn 1.2672 -1.7521 0.9964
S 2.3512 -2.6640 3.0288
S 1.3700 -1.0967 5.5299
N 0.6760 -0.6325 3.0613
C -0.1306 1.2758 6.0332
C 0.3983 1.3372 -2.8396
C -1.2913 2.3176 4.1445
C -0.7739 1.3297 3.2695
C 1.4047 -1.4951 3.8022
C 1.2385 0.5325 -3.7722
C 0.9594 -1.9989 -3.5150
C 1.7887 -0.7566 -3.2169
C -0.3724 -2.0761 -3.7161
C 0.3479 0.2834 5.1990
C -0.8564 1.1767 -2.4552
C 0.0354 0.3497 3.7913
C -0.9430 2.2851 5.5216
C -1.3402 -0.9140 -3.8567
C -1.6849 -0.0723 -2.6127
H -1.0041 1.3089 2.2176
H -2.7338 0.2739 -2.7363
H 1.4335 -2.9102 -2.9989
H 2.1340 1.2159 -4.0233
H -0.9116 -3.0491 -3.6820
H 0.8254 2.3413 -2.6892
H 0.1584 1.2491 7.0958
H -0.2769 -2.5394 1.2332
H -2.2919 -1.3588 -4.1579
H -1.3486 3.0585 6.1670
H 2.8821 -0.7835 -3.4836
H 1.8306 -0.7299 -2.1236
H -1.7258 -0.6408 -1.6505
H -0.9766 -0.2355 -4.6663
H -1.9208 3.0818 3.7529
H -1.3115 1.9685 -1.8454
H 0.7928 0.3200 -4.8027
*
```

---

[5]
ORCA calculation (the ωB97M-V functional and the def2-TZVPD basis) on 2 unconnected molecules or ions with the total composition C15H18 at a distorted geometry.

Output
- SMILES: CCc1ccccc1.Cc1ccccc1
- LUMO level: 0.9 eV
- Highest occupied orbital energy: -8.98 eV
- HOMO-LUMO gap: 9.834 eV
- Molecular weight: 198.31 g/mol
- Relative energy (zero: lowest compared OMol25 entry of this formula, charge and spin): 0.386 eV
- E_tot: -582.351572 hartree

Geometry as ORCA input:
```
! wB97M-V def2-TZVPD RIJCOSX def2/J DEFGRID3
* xyz 0 1
C -0.5271 -3.1477 0.9107
C -1.1335 -2.7267 3.2999
C -0.7629 -3.0840 -0.4490
C -2.6472 -2.1108 1.3779
C -2.0065 -2.6695 -0.9065
C 1.7049 1.4634 1.0205
C 3.0345 1.1605 0.6769
C 2.4653 1.6251 -1.6119
C -0.1503 4.0238 -2.0036
C -1.4594 -2.6531 1.8217
C 1.1903 2.0067 -1.2542
C 3.4073 1.2439 -0.6434
C 0.8213 1.9293 0.0723
C 0.1978 2.5439 -2.2455
C -2.8942 -2.1404 0.0071
H 0.0625 4.3471 -0.9879
H 0.3498 -3.6790 1.2576
H -1.1580 4.2605 -2.3193
H 0.5615 2.4327 -3.2635
H -0.6956 -1.7926 3.6555
H 0.4458 4.6599 -2.6706
H 2.7425 1.4379 -2.6368
H -3.4480 -1.7577 2.0118
H -0.0321 -3.5418 -1.0673
H 3.6418 0.7673 1.4768
H -0.4200 -3.5052 3.5559
H -3.7959 -1.6311 -0.2976
H 4.4558 1.0885 -0.8737
H -0.2037 2.1169 0.3703
H 1.3461 1.2256 2.0111
H -2.3202 -2.8662 -1.9212
H -0.7168 1.9409 -2.2115
H -2.0557 -2.9682 3.8377
*
```

---

[6]
ORCA calculation (the ωB97M-V functional and the def2-TZVPD basis) on 2 unconnected molecules or ions with the total composition C15H18 at a distorted geometry.

Output
- SMILES: CCc1ccccc1.Cc1ccccc1
- LUMO level: 0.9 eV
- Highest occupied orbital energy: -8.97 eV
- HOMO-LUMO gap: 9.834 eV
- Molecular weight: 198.31 g/mol
- Relative energy (zero: lowest compared OMol25 entry of this formula, charge and spin): 0.230 eV
- E_tot: -582.357322 hartree

Geometry as ORCA input:
```
! wB97M-V def2-TZVPD RIJCOSX def2/J DEFGRID3
* xyz 0 1
C -3.5037 -2.6340 -0.6823
C -3.6064 -0.4383 -1.5266
C -2.4876 -0.0952 -0.7884
C 2.4058 0.5365 0.5890
C 3.9918 1.3000 -1.5926
C 4.2510 0.1416 -0.8837
C 2.0985 1.6898 -0.1285
C -0.7378 -0.6376 0.9444
C -1.2190 -0.7465 2.4121
C 3.4780 -0.2572 0.1949
C -1.8375 -1.0481 -0.0057
C 2.8671 2.0421 -1.2261
C -4.1177 -1.7292 -1.5307
C 1.1619 2.7035 0.4909
C -2.3688 -2.3420 0.0521
H -3.8846 -3.6436 -0.5447
H -5.0310 -2.0037 -2.0318
H 3.7257 -1.1947 0.6542
H -2.0931 0.9132 -0.7829
H 1.8448 0.1766 1.4222
H -1.2114 -1.7795 2.7500
H -0.5084 -0.1932 3.0252
H 0.1161 -1.2991 0.7719
H 2.6594 2.9709 -1.7458
H 5.1104 -0.4139 -1.1460
H -1.7925 -3.0892 0.5819
H 0.9679 2.5104 1.5425
H 1.5273 3.7251 0.3799
H -0.3704 0.3615 0.7634
H -4.1091 0.3585 -2.0662
H 0.2041 2.7267 -0.0440
H 4.6837 1.7011 -2.3191
H -2.2144 -0.3124 2.4703
*
```

---

Question: Which formula does entry 4 have?
Answer: C15H17NS2Sn

---

Question: Among the records above, which one has the highest E_tot?
Answer: number 5